Entry 1:
Formula: C10H20N2O4
Source: OMol25
Level of theory: ωB97M-V/def2-TZVPD

Calculated values
**Frontier orbital gap**: 10.0 eV
**Energy relative to the best compared isomer or geometry (same formula, charge and spin)**: 160.8 kcal/mol
**LUMO**: 0.279 eV
**HOMO level**: -0.3554 Eh

Geometry as ORCA input:
```
! wB97M-V def2-TZVPD RIJCOSX def2/J DEFGRID3
* xyz 0 1
C 1.38066 -0.75939 1.66519
C 0.55009 -0.58063 0.40794
C 2.53585 -1.88454 1.44182
C 2.21929 -3.28219 0.90046
C -1.91715 -0.15266 -0.24651
C -2.07515 -0.86289 -1.55869
C -2.13750 1.29473 -0.53011
C -1.01279 1.91540 -1.40292
C 0.07898 2.36276 -0.51801
C -1.52570 3.13086 -2.09784
H 0.41892 -0.29241 3.74503
H 0.46394 -2.02014 3.16781
H 2.08628 0.17253 1.72087
H 2.99895 -2.14132 2.38824
H 3.08542 -0.93340 -0.19769
H 1.54625 -3.15365 0.06450
H 1.90211 -3.97879 1.70088
H 3.25751 -3.65441 0.58819
H -0.95539 -0.40184 1.66592
H -2.79113 -0.57542 0.35942
H -3.06775 1.47998 -0.97144
H -2.26043 1.91888 0.38342
H -0.60867 1.07458 -2.09628
H 1.31177 2.19927 -1.06773
H -0.17892 1.81969 0.84097
H -0.07421 3.70847 -0.51938
H -0.63491 3.75382 -2.32632
H -2.44155 3.78837 -1.72437
H -1.87207 2.78363 -3.22071
H -0.15129 -1.12967 -1.86590
N 0.34230 -0.99295 2.72917
N -0.74688 -0.37269 0.67942
O 1.01971 -0.66885 -0.73965
O 3.48720 -1.07434 0.64770
O -3.21794 -0.99006 -1.86818
O -1.01580 -1.50074 -2.14523
*
```

***

Entry 2:
Formula: C5H5NO
Source: OMol25
Level of theory: ωB97M-V/def2-TZVPD

Calculated values
**Frontier orbital gap**: 9.1 eV
**Energy relative to the best compared isomer or geometry (same formula, charge and spin)**: 99.3 kcal/mol
**LUMO**: -0.853 eV
**HOMO level**: -0.3657 Eh

Geometry as ORCA input:
```
! wB97M-V def2-TZVPD RIJCOSX def2/J DEFGRID3
* xyz 0 1
C 0.30825 -1.46574 1.98683
C 0.16840 -0.61965 1.00941
C 0.50641 0.91790 -0.89052
C 1.24770 0.10270 0.16231
C -1.15342 -0.43851 0.24700
N -0.83782 0.55548 -0.77095
O 0.81366 1.56146 -1.85902
H 1.96913 0.65210 0.62927
H 1.84483 -0.71011 -0.21606
H -1.30529 -1.30673 -0.26685
H -1.89007 -0.22373 1.06528
H -1.67178 0.97482 -1.09669
*
```

***

Entry 3:
Formula: C4H16NO3
Source: OMol25
Level of theory: ωB97M-V/def2-TZVPD

Calculated values
**Frontier orbital gap**: 11.7 eV
**Energy relative to the best compared isomer or geometry (same formula, charge and spin)**: 3.8 kcal/mol
**LUMO**: -2.721 eV
**HOMO level**: -0.5297 Eh

Geometry as ORCA input:
```
! wB97M-V def2-TZVPD RIJCOSX def2/J DEFGRID3
* xyz 1 1
C -1.25772 1.56486 0.67618
C -0.48986 0.65559 -0.26849
C -1.35328 -0.44264 -0.99164
C -2.56460 -0.91979 -0.23745
O -0.42469 -1.46714 -1.33741
N 0.63313 -0.01138 0.46997
H -2.29735 1.67142 0.39815
H -1.31983 1.10688 1.66431
H -0.82700 2.55717 0.78695
H -0.05757 1.25965 -1.05869
H -1.61644 0.04215 -1.93378
H -2.31949 -1.25739 0.76223
H -3.23677 -0.06896 -0.15610
H -3.17507 -1.69190 -0.70103
H -0.73150 -2.31587 -1.12263
H 0.93239 0.62094 1.24829
H 0.29350 -0.91476 0.75200
H 1.46259 -0.17547 -0.10772
H 2.54831 1.11168 2.85490
H 1.32673 2.03037 3.21003
O 1.67427 1.38041 2.61285
H 2.47070 -1.35969 -2.05537
H 3.70309 -0.52930 -1.63300
O 2.85513 -0.86385 -1.32209
*
```

***

Entry 4:
Formula: C2H7N3
Source: OMol25
Level of theory: ωB97M-V/def2-TZVPD

Calculated values
**Frontier orbital gap (spin up / spin down)**: 3.1 / 9.5 eV
**Energy relative to the best compared isomer or geometry (same formula, charge and spin)**: 0.0 kcal/mol
**LUMO (spin up / spin down)**: 4.494 / 4.387 eV
**HOMO level (spin up / spin down)**: 0.0516 / -0.1885 Eh

Geometry as ORCA input:
```
! wB97M-V def2-TZVPD RIJCOSX def2/J DEFGRID3
* xyz -1 2
C 1.67730 -0.27852 -0.84761
N 0.88964 0.19777 0.28296
C -0.51162 -0.03751 0.19167
N -1.25941 1.03510 0.63721
N -0.98005 -1.14071 -0.23462
H 1.48773 -1.32052 -1.12657
H 1.51360 0.30631 -1.74901
H 2.74579 -0.17140 -0.61532
H 1.21016 -0.29868 1.10893
H -0.74722 1.89511 0.75136
H -2.15733 1.14896 0.17332
H -1.98159 -1.23037 -0.21345
*
```

***

Entry 5:
Formula: C10H14Cl2IrNO8P2
Source: OMol25
Level of theory: ωB97M-V/def2-TZVPD

Calculated values
**Frontier orbital gap (spin up / spin down)**: 7.4 / 7.6 eV
**Energy relative to the best compared isomer or geometry (same formula, charge and spin)**: 0.0 kcal/mol
**LUMO (spin up / spin down)**: 2.587 / 1.376 eV
**HOMO level (spin up / spin down)**: -0.1763 / -0.2270 Eh

Geometry as ORCA input:
```
! wB97M-V def2-TZVPD RIJCOSX def2/J DEFGRID3
* xyz -1 6
Ir -0.47725 0.21110 -1.00193
O -0.51265 1.49417 -5.06759
P -0.76048 1.23870 -3.51289
O -1.51362 -0.02692 -3.23176
O 0.56717 1.26152 -2.77453
O -1.63071 2.51631 -3.11003
P -2.19336 2.83684 -1.58476
O -0.98780 3.65406 -0.94512
O -3.41893 3.62578 -1.69335
O -2.21153 1.46500 -0.88646
H -1.34042 1.70959 -5.51824
H -0.32919 3.03949 -0.53836
C 1.45614 0.13947 1.87129
C 1.32925 1.54796 1.30403
C 2.67675 2.04272 0.78398
C 0.76447 2.49602 2.36212
O 0.41890 1.59237 0.21854
H 2.13157 0.14556 2.72935
H 1.85207 -0.55005 1.12513
H 0.48295 -0.23030 2.20168
H 3.41767 2.07971 1.58623
H 2.56962 3.04009 0.35673
H 3.04154 1.37799 0.00019
H 1.41638 2.54005 3.23809
H -0.22278 2.15698 2.67788
H 0.66207 3.50204 1.95387
Cl 2.18599 -3.71264 -0.67331
C 0.61503 -3.76223 0.05872
C 0.20206 -4.92236 0.67819
C -1.04745 -4.97840 1.28327
C -1.87486 -3.86317 1.26646
C -1.45398 -2.70861 0.63866
Cl -2.48958 -1.31579 0.63802
C -0.19573 -2.60307 -0.00813
N 0.22686 -1.49086 -0.62300
H 0.86225 -5.77858 0.68617
H -1.37195 -5.88703 1.77108
H -2.84648 -3.88348 1.73978
*
```

***

Entry 6:
Formula: C26H20N2O10STi
Source: OMol25
Level of theory: ωB97M-V/def2-TZVPD

Calculated values
**Frontier orbital gap (spin up / spin down)**: 4.5 / 6.7 eV
**Energy relative to the best compared isomer or geometry (same formula, charge and spin)**: 0.0 kcal/mol
**LUMO (spin up / spin down)**: 4.347 / 4.336 eV
**HOMO level (spin up / spin down)**: -0.0066 / -0.0863 Eh

Geometry as ORCA input:
```
! wB97M-V def2-TZVPD RIJCOSX def2/J DEFGRID3
* xyz -2 3
Ti 0.06961 -1.10140 -1.21443
C -1.19235 3.94025 3.17454
O -1.69904 2.80100 3.83576
C -1.58138 1.60339 3.15845
C -2.34067 0.54003 3.62644
C -2.29129 -0.67430 2.96020
C -1.50425 -0.88267 1.80296
C -1.56218 -2.10450 1.08107
C -2.33822 -3.28137 1.59180
O -1.02030 -2.25780 -0.11726
C -0.65203 0.20335 1.40300
O 0.25223 0.06743 0.44734
C -0.73500 1.42636 2.06763
H -1.52777 4.80508 3.74517
H -1.56950 4.01039 2.14991
H -0.09764 3.93867 3.14350
H -2.98208 0.68301 4.48745
H -2.91526 -1.48269 3.32067
H -3.39258 -3.03981 1.77468
H -1.93243 -3.67005 2.53498
H -2.29515 -4.07233 0.84424
H -0.10221 2.22034 1.69517
O 3.98603 -1.72010 -5.95785
C 3.18722 -1.53944 -5.06773
C 1.85757 -2.25766 -4.90162
O 1.41631 -3.12072 -5.64103
C 1.27394 -1.69102 -3.69100
C 2.14070 -0.75252 -3.09922
O 1.80112 -0.18308 -1.99904
C 3.35463 -0.58543 -3.89503
O 4.30878 0.14708 -3.70555
O 0.15657 -1.96077 -3.11908
N 2.20290 -1.63816 1.42679
C 2.13985 -2.80764 0.73636
C 2.62518 -4.00524 1.29913
C 2.60467 -5.15544 0.55018
C 2.10885 -5.12005 -0.75113
C 1.63818 -3.91313 -1.22355
N 1.64615 -2.78126 -0.51086
H 2.25050 -1.72736 2.42771
H 1.59254 -0.87826 1.09737
H 3.00948 -3.99755 2.31136
H 2.97435 -6.08246 0.97345
H 2.07499 -6.00066 -1.37612
H 1.20767 -3.83156 -2.21427
O 0.27210 6.46324 -0.01589
C -1.00646 5.98617 -0.03743
O -1.88882 6.71946 0.33905
C -1.19507 4.60191 -0.50960
C -2.48966 4.07405 -0.51337
C -2.72938 2.78029 -0.92015
C -1.68869 1.93316 -1.35069
S -2.02849 0.29983 -1.82365
C -0.38940 2.47592 -1.35748
C -0.15595 3.76937 -0.94467
H 0.86873 5.77255 -0.32689
H -3.30103 4.70545 -0.17380
H -3.73535 2.38038 -0.89301
H 0.44094 1.86253 -1.67922
H 0.87785 4.10573 -0.97572
*
```